Molecular formula: C24H29N7O5SeV
Method: DFT, ωB97M-V with the def2-TZVPD basis set

Positions of all 67 atoms, in Å:
V -0.29355 0.38381 0.28344
N 1.12738 1.98692 -0.26160
C 2.03817 1.36782 -1.26666
C 2.49378 0.01550 -0.70860
O 3.68564 -0.30822 -0.81136
N 1.50285 -0.63372 -0.11660
C 1.86076 -1.61416 0.89179
C 1.15154 -1.25866 2.19678
O 1.27459 -1.94504 3.19706
O 0.35140 -0.21923 2.13439
H 1.66808 2.22291 0.56585
H 0.73997 2.85569 -0.61328
H 1.47700 1.23452 -2.19531
H 2.91638 1.97915 -1.47212
H 1.56135 -2.63326 0.62538
H 2.93988 -1.62407 1.06954
C -3.40801 -4.15802 1.90893
N -3.05307 -3.00566 1.11817
C -3.31125 -2.90949 -0.30160
C -2.51769 -1.66868 -0.66297
O -2.49725 -1.16270 -1.77709
N -1.85452 -1.21506 0.43764
C -2.18925 -2.03641 1.46085
N -1.73199 -1.85626 2.68926
H -4.42614 -4.45882 1.66482
H -3.38519 -3.91469 2.96950
H -2.73478 -4.99798 1.72039
H -4.37144 -2.78016 -0.52739
H -2.90815 -3.76180 -0.85292
H -0.97078 -1.16684 2.78914
H -1.78907 -2.59324 3.36836
C 3.12118 -3.22057 -2.00197
N 1.94862 -2.58303 -2.57322
C 0.65821 -2.90089 -2.30832
Se 0.01404 -4.25094 -1.24992
N -0.11230 -2.04095 -3.01868
C 0.67654 -1.13582 -3.70076
C 0.37097 -0.08582 -4.55088
C 1.43688 0.62746 -5.08190
C 2.75787 0.29586 -4.77170
C 3.06168 -0.76666 -3.93192
C 1.99524 -1.48188 -3.41460
H 2.77996 -4.05900 -1.40038
H 3.66079 -2.49878 -1.38775
H 3.75821 -3.58374 -2.80826
H -1.10436 -1.94712 -2.84424
H -0.65521 0.15014 -4.80100
H 1.24309 1.45524 -5.75182
H 3.56349 0.88397 -5.19062
H 4.08015 -1.00334 -3.66221
C -2.36097 1.88914 -2.77739
C -2.55553 2.02749 -1.29958
O -1.78837 1.45946 -0.52319
C -3.68786 2.82929 -0.76019
C -3.88777 2.85793 0.62013
C -4.92995 3.59740 1.14928
C -5.77063 4.30972 0.30169
C -5.57709 4.28366 -1.07178
C -4.53578 3.53985 -1.60603
H -1.50742 1.24301 -2.96122
H -2.19933 2.87019 -3.22855
H -3.25349 1.45032 -3.22520
H -3.22254 2.29545 1.26138
H -5.08997 3.62017 2.21878
H -6.58489 4.88970 0.71705
H -6.23599 4.83933 -1.72507
H -4.38910 3.51821 -2.67733

Summary:
gap between HOMO and LUMO (alpha / beta)	5.97 / 6.37	eV
total charge	0
multiplicity	4
energy above the lowest of the compared OMol25 structures with the same formula, charge and spin	0.0	kcal/mol